No. 1
100
Properties=species:S:1:pos:R:3:mulliken_charge:R:1 method="wB97M-V/def2-TZVPD" homo_lumo_gap_ev="4.568 / 5.126" multiplicity=2 total_charge=+1 relative_energy_kcal_mol=12.3 homo_ev="-9.2 / -9.2"
V 0.2538 0.3881 0.0068 0.777
C -0.1198 -3.9588 -3.0593 -1.041
N 0.5486 -3.2272 -1.9881 0.313
C 1.8895 -3.7068 -1.6698 -0.795
C 0.0543 -2.1466 -1.4251 0.608
O 0.7025 -1.4731 -0.5858 0.608
C -1.3515 -1.6889 -1.7773 -1.716
O -1.7426 -0.6434 -0.9202 -0.084
C -2.6744 -0.9359 0.1046 -1.719
C -1.9554 -0.8216 1.4380 0.611
O -0.7043 -0.6556 1.3675 0.092
N -2.5826 -0.9102 2.5782 0.217
C -1.8928 -0.7032 3.8507 -0.929
C -4.0329 -1.0773 2.6660 -0.874
H -0.0680 -5.0254 -2.8466 0.345
H 0.3891 -3.7622 -4.0041 0.329
H -1.1618 -3.6773 -3.1598 0.442
H 1.8260 -4.7557 -1.3800 0.365
H 2.3099 -3.1140 -0.8660 -0.016
H 2.5278 -3.6167 -2.5480 0.369
H -2.0598 -2.5173 -1.7292 0.577
H -1.3550 -1.2946 -2.7983 0.595
H -3.1015 -1.9353 -0.0130 0.710
H -3.4736 -0.1969 0.0504 0.589
H -0.8667 -0.4049 3.6640 0.206
H -1.9142 -1.6305 4.4228 0.380
H -2.4145 0.0860 4.3886 0.311
H -4.4359 -1.4853 1.7442 0.405
H -4.4799 -0.1090 2.8862 0.155
H -4.2503 -1.7749 3.4727 0.385
O -1.9861 5.8421 -5.3106 -0.704
C -2.7465 4.8720 -5.4376 0.444
O -3.6920 4.6439 -6.2006 -0.706
C -2.4353 3.7120 -4.4606 -0.018
C -3.2255 2.5818 -4.3791 -1.151
C -2.8626 1.5409 -3.5251 -0.170
N -1.7749 1.5551 -2.7715 0.247
C -1.0358 2.6711 -2.8387 0.829
C -1.3059 3.7626 -3.6455 -0.945
C 0.1947 2.7115 -2.0530 -0.178
O 1.0647 3.4877 -1.9114 -0.521
O 0.4080 1.4394 -1.2820 -0.004
H -4.1026 2.5367 -5.0138 0.502
H -3.4735 0.6447 -3.4621 0.515
H -0.6855 4.6501 -3.6860 0.629
C 1.8726 -3.8970 2.2558 -0.727
C 3.3135 -3.4184 2.0989 -1.032
N 3.8158 -2.7014 3.2608 0.189
C 4.1290 -3.4886 4.4600 -0.811
C 3.1371 -3.2586 5.5888 -1.076
C 4.1495 -1.3892 3.2968 0.164
O 4.7357 -0.8808 4.2357 -0.629
C 3.7821 -0.4951 2.1385 0.366
C 4.7150 0.4406 1.6987 -0.324
C 4.3644 1.3392 0.7091 -1.433
C 3.0831 1.3017 0.1890 -0.419
N 2.1854 0.4169 0.6342 1.084
C 2.5149 -0.4521 1.5969 -0.554
H 1.4757 -4.2388 1.2982 0.289
H 1.2258 -3.1010 2.6295 0.099
H 1.8071 -4.7286 2.9575 0.457
H 3.4277 -2.7913 1.2159 0.434
H 3.9653 -4.2821 1.9407 0.463
H 5.1362 -3.2269 4.7837 0.441
H 4.1368 -4.5367 4.1584 0.427
H 3.1898 -2.2290 5.9385 0.323
H 3.3655 -3.9141 6.4289 0.394
H 2.1171 -3.4708 5.2641 0.249
H 5.6973 0.4542 2.1518 0.584
H 5.0644 2.0726 0.3361 0.506
H 2.7513 1.9821 -0.5830 0.482
H 1.7292 -1.1161 1.9320 0.356
F -4.7931 6.4938 0.9518 -0.287
C -4.4358 5.3599 1.5396 0.174
C -3.1596 4.9822 1.6165 0.102
N -2.7895 3.8005 2.2418 0.299
C -1.4125 3.3702 2.2716 -1.741
C -1.1520 2.2238 1.3174 1.353
O -2.0073 1.7324 0.5931 -0.511
O 0.0695 1.7898 1.3178 -0.502
C -3.7136 2.9581 2.8052 0.438
O -3.3947 1.9105 3.3512 -0.621
N -5.0149 3.3755 2.7098 -0.074
C -5.5100 4.5412 2.1075 0.260
O -6.6842 4.7901 2.0860 -0.574
H -2.3646 5.5802 1.1950 0.406
H -1.1307 3.0588 3.2771 0.356
H -0.7665 4.2017 1.9910 0.467
H -5.7066 2.7778 3.1410 0.247
Br 4.3776 -1.0653 -2.3040 -0.101
C 3.1438 -0.6516 -3.7091 0.220
C 3.6149 -0.6788 -5.0135 -0.779
C 2.7328 -0.2900 -6.0073 -0.342
C 1.4481 0.1052 -5.6555 -1.253
C 1.0969 0.0832 -4.3182 -0.045
N 1.9344 -0.2979 -3.3438 0.250
H 4.6316 -0.9687 -5.2318 0.478
H 3.0520 -0.2798 -7.0408 0.420
H 0.7350 0.4377 -6.3966 0.508
H 0.1065 0.3915 -4.0010 0.568

---

No. 2
91
Properties=species:S:1:pos:R:3:mulliken_charge:R:1 method="wB97M-V/def2-TZVPD" homo_lumo_gap_ev=3.916 total_charge=-1 relative_energy_kcal_mol=0.0 homo_ev=-2.9
Lu -3.0235 -0.2598 1.0253 -0.186
C -1.6145 3.1764 3.9510 -1.346
C -2.3900 1.9437 4.2963 0.900
C -1.9017 1.0075 5.2183 -0.446
C -2.5702 -0.2048 5.4180 -0.512
C -3.6810 -0.5548 4.6526 -0.279
C -4.1957 0.4082 3.7626 -1.051
C -3.5578 1.6315 3.6056 -0.218
H -2.1342 4.0782 4.3028 0.395
H -1.4648 3.2255 2.8591 0.082
H -0.6435 3.1580 4.4482 0.297
H -1.0159 1.2175 5.8106 0.364
H -2.2457 -0.8504 6.2440 0.360
H -4.1580 -1.5048 4.8028 0.506
H -5.1255 0.1991 3.2319 0.573
H -4.0089 2.4304 2.9835 0.344
S -7.4964 -1.8769 0.8643 -0.723
Sb -5.5058 -2.3524 -0.1895 0.129
S -5.1732 1.3265 0.6467 -0.358
S -4.1178 -2.5677 1.7399 -0.558
S -5.3014 0.0670 -0.9561 -0.337
C 0.5785 4.4016 -3.7222 -1.942
C -0.0769 3.2022 -4.4022 0.562
C 0.8993 2.6628 -5.4245 -1.035
C 0.3799 1.4151 -6.1093 -1.107
C -0.3726 0.4946 -5.1808 0.866
C -0.7214 -0.7951 -5.6261 -0.764
C -1.3479 -1.6890 -4.7322 0.073
F -1.5332 -2.9645 -5.1397 -0.375
C -1.7123 -1.3187 -3.4500 -0.853
C -1.3342 -0.0449 -2.9684 0.265
C -1.5726 0.3079 -1.6176 1.016
O -2.1322 -0.5850 -0.8374 -0.346
C -1.1524 1.5986 -1.1765 -0.706
C -0.6921 2.4903 -2.1398 -0.536
N -0.4509 2.1617 -3.4348 0.403
C -0.6941 0.8531 -3.8742 -0.051
C -1.2465 2.1128 0.1880 0.503
O -0.8910 3.2646 0.3934 -0.814
O -1.7207 1.3178 1.1444 0.579
H 1.0208 5.0113 -4.5072 0.484
H 1.3887 4.1033 -3.0440 0.349
H -0.1734 5.0075 -3.2090 0.494
H -1.0337 3.4952 -4.8899 0.197
H 1.8550 2.4326 -4.9402 0.261
H 1.0598 3.4662 -6.1587 0.405
H 1.2181 0.8577 -6.5343 0.419
H -0.2595 1.6913 -6.9762 0.381
H -0.5323 -1.0807 -6.6507 0.513
H -2.2564 -1.9719 -2.8154 0.817
H -0.4986 3.4934 -1.8373 0.868
C 1.2695 -5.2920 -0.2267 -1.151
C 2.3732 -4.2610 -0.4876 -0.100
C 2.1419 -3.2709 -1.6321 -0.792
C 0.9434 -2.3129 -1.4989 -0.972
N 1.1225 -1.3129 -0.4407 1.655
C 0.6133 -1.3762 0.8360 -1.001
Se -0.7889 -2.4263 1.4194 -0.131
N 1.1963 -0.4141 1.5807 1.281
C 0.8930 -0.1831 3.0053 -0.458
C 1.2933 -1.3461 3.9105 -0.612
C 2.7938 -1.6667 4.0555 -0.256
C 3.5795 -0.5872 4.7901 -1.202
C 2.2026 0.2132 0.8464 0.807
C 3.0794 1.2332 1.1663 -0.906
C 3.8815 1.7188 0.1341 -0.858
C 3.7863 1.2108 -1.1456 -0.958
C 2.9572 0.1536 -1.4749 -0.624
C 2.1229 -0.3395 -0.4680 0.178
H 1.5901 -6.0139 0.5699 0.333
H 1.0911 -5.8752 -1.1537 0.340
H 0.2916 -4.8690 0.0484 0.181
H 3.3072 -4.7790 -0.7350 0.426
H 2.5770 -3.7073 0.4457 -0.054
H 1.9780 -3.7977 -2.5860 0.543
H 3.0330 -2.6287 -1.7565 0.198
H 0.0154 -2.8301 -1.2823 0.596
H 0.8396 -1.8192 -2.4610 -0.196
H -0.1876 -0.0966 3.0110 -0.579
H 1.3207 0.7814 3.2986 0.594
H 0.7502 -2.2427 3.5428 0.167
H 0.8562 -1.1233 4.9027 0.580
H 3.1974 -1.8420 3.0509 0.059
H 2.8740 -2.6165 4.6062 0.438
H 3.7099 0.3244 4.1892 0.202
H 4.5770 -0.9262 5.0969 0.406
H 3.0703 -0.3063 5.7345 0.286
H 3.0775 1.6896 2.1515 0.431
H 4.5562 2.5567 0.3274 0.366
H 4.4004 1.5965 -1.9456 0.458
H 2.9440 -0.3049 -2.4704 0.465

---

No. 3
96
Properties=species:S:1:pos:R:3:mulliken_charge:R:1 method="wB97M-V/def2-TZVPD" homo_lumo_gap_ev="6.133 / 6.080" total_charge=+1 homo_ev="-9.9 / -9.9"
Pt -1.3484 0.1659 1.1599 2.528
Cl -1.6188 0.0732 3.7415 -0.266
C -2.4778 -1.3824 4.0900 0.740
C -2.7568 -1.6668 5.4144 -0.692
C -3.4742 -2.8091 5.7287 -0.474
C -3.9115 -3.6554 4.7228 -0.677
C -3.6164 -3.3731 3.4003 0.115
Cl -4.1701 -4.4115 2.1451 -0.175
C -2.8783 -2.2259 3.0497 -0.484
S -2.5279 -1.9562 1.3696 -0.028
H -2.4191 -0.9963 6.1883 0.445
H -3.6988 -3.0323 6.7594 0.386
H -4.4833 -4.5377 4.9606 0.444
N -1.6852 2.5909 1.6259 -0.467
C -1.3172 3.6140 0.7171 0.415
C -0.1205 4.3059 0.8846 -0.664
C 0.2611 5.2667 -0.0331 -0.631
C -0.5548 5.5622 -1.1127 -0.684
C -1.7672 4.9057 -1.2578 -0.599
C -2.1458 3.9298 -0.3557 -0.376
H -2.6961 2.5277 1.7270 0.232
H -1.2531 2.7404 2.5347 0.370
H 0.5121 4.1086 1.7370 0.591
H 1.1931 5.7890 0.1172 0.527
H -0.2583 6.3104 -1.8297 0.430
H -2.4293 5.1599 -2.0712 0.448
H -3.0956 3.4249 -0.4658 0.265
C 3.4865 -1.4740 -0.4712 -0.742
O 2.1513 -1.8533 -0.7789 -0.203
C 1.3496 -0.9460 -1.3158 -0.411
O 1.5855 0.2416 -1.3820 -0.593
C 0.0473 -1.5059 -1.7489 -0.016
C -0.0381 -2.6471 -2.4392 1.104
As -1.6387 -3.6199 -2.9956 -0.158
C -1.5882 -4.9825 -1.5591 -0.976
C -2.9975 -2.5164 -2.1676 1.445
C -2.9463 -1.2549 -1.7281 -0.027
As -1.3604 -0.2400 -1.2951 1.696
C -1.2889 0.9980 -2.8266 -1.236
C -4.2170 -0.5761 -1.4072 -0.350
O -5.2910 -0.8934 -1.8434 -0.618
O -4.0157 0.4885 -0.6000 0.096
C -5.1984 1.1514 -0.1601 -1.015
C -4.2629 -3.2976 -2.2120 -0.764
O -4.8957 -3.6356 -1.2509 -0.529
O -4.4554 -3.7294 -3.4658 -0.361
C -5.6094 -4.5260 -3.7242 -0.817
C 1.1756 -3.2861 -3.0213 -0.062
O 2.1977 -2.7169 -3.3023 -0.569
O 0.9249 -4.5696 -3.3134 -0.228
C 1.9697 -5.3095 -3.9419 -0.807
H 4.0872 -2.3726 -0.5916 0.357
H 3.5428 -1.1118 0.5570 0.174
H 3.8209 -0.7023 -1.1645 0.365
H -0.7633 -5.6740 -1.7250 0.393
H -2.5247 -5.5406 -1.5808 0.360
H -1.4822 -4.4979 -0.5887 0.263
H -1.4485 0.4354 -3.7507 0.440
H -0.3225 1.5026 -2.8596 0.433
H -2.0800 1.7411 -2.7021 0.379
H -4.9332 2.1825 0.0605 0.338
H -5.5772 0.6571 0.7362 0.270
H -5.9640 1.1068 -0.9370 0.399
H -5.3530 -5.2095 -4.5304 0.272
H -6.4303 -3.8783 -4.0334 0.278
H -5.8908 -5.0792 -2.8272 0.370
H 1.4974 -6.0625 -4.5686 0.274
H 2.5903 -5.7869 -3.1804 0.286
H 2.5858 -4.6386 -4.5423 0.364
C 5.9801 4.9681 1.5552 -1.125
C 5.1459 4.5764 0.3429 -0.693
N 4.5077 3.2812 0.5135 0.305
C 5.0183 2.1586 -0.2412 -0.228
C 6.3469 1.6251 0.2889 -1.202
C 3.4341 3.2308 1.3122 0.164
O 2.9424 4.2037 1.8573 -0.640
C 2.8377 1.8789 1.5989 -0.756
C 3.4462 1.0321 2.5198 0.009
C 2.7885 -0.1259 2.9014 -1.496
C 1.5295 -0.3766 2.3805 -0.116
N 0.9377 0.4515 1.5262 -0.613
C 1.5755 1.5403 1.1224 -0.230
H 6.4249 5.9433 1.3881 0.419
H 6.7735 4.2492 1.7357 0.286
H 5.3519 5.0246 2.4384 0.300
H 5.7675 4.5333 -0.5500 0.437
H 4.3585 5.3197 0.1957 0.330
H 5.1533 2.4772 -1.2804 0.436
H 4.2666 1.3684 -0.2291 -0.172
H 7.1173 2.3897 0.2457 0.388
H 6.6634 0.7829 -0.3195 0.434
H 6.2523 1.2839 1.3157 0.244
H 4.4058 1.2925 2.9415 0.711
H 3.2380 -0.8150 3.5971 0.473
H 0.9758 -1.2609 2.6673 0.506
H 1.0565 2.1660 0.4081 1.233

---

No. 4
88
Properties=species:S:1:pos:R:3:mulliken_charge:R:1 method="wB97M-V/def2-TZVPD" homo_lumo_gap_ev="6.053 / 5.293" multiplicity=5 total_charge=0 relative_energy_kcal_mol=0.0 homo_ev="-6.4 / -7.0"
Os 0.7275 -0.9693 1.4804 1.791
C 2.2880 -5.3442 1.8671 -1.703
C 1.9381 -3.9099 1.5896 0.750
N 1.0436 -3.2653 2.2815 1.173
N 0.4211 -3.8055 3.3044 -1.934
C -0.7361 -3.3053 3.6852 0.503
N -1.2658 -3.7867 4.8340 -0.426
S -1.6995 -2.2557 2.7544 -0.334
C 2.5070 -3.2040 0.4687 0.885
C 3.5457 -3.7529 -0.3011 -1.010
C 3.9956 -3.1025 -1.4261 -0.819
C 3.4096 -1.8870 -1.7715 -0.829
C 2.4206 -1.3797 -0.9583 -0.301
N 1.9665 -2.0024 0.1316 -0.043
H 1.8335 -5.6307 2.8107 0.422
H 1.9004 -5.9912 1.0801 0.298
H 3.3619 -5.4894 1.9311 0.410
H -0.6633 -4.2771 5.4728 0.248
H -2.0944 -3.3394 5.1851 0.208
H 3.9811 -4.6900 -0.0001 0.406
H 4.7868 -3.5264 -2.0240 0.437
H 3.7103 -1.3462 -2.6519 0.600
H 1.9650 -0.4236 -1.1872 0.389
C 3.4106 0.7892 5.0270 -1.586
C 2.3202 0.4583 4.0518 1.131
S 2.7232 -0.7101 2.8368 -0.489
C 1.0974 1.0415 4.0864 0.137
C 0.7198 2.0821 5.0924 -1.872
S -0.1704 0.5732 2.9869 -0.325
H 4.2525 0.1215 4.8661 0.474
H 3.0545 0.6770 6.0512 0.326
H 3.7575 1.8152 4.8981 0.309
H 0.5568 1.6168 6.0634 0.356
H -0.2018 2.5634 4.7820 0.456
H 1.5011 2.8317 5.1991 0.377
C 4.3160 3.2161 -3.2157 -1.636
C 3.0986 2.7359 -2.4832 0.440
C 2.8268 3.1155 -1.1787 -1.166
C 1.6726 2.6986 -0.5288 0.624
C 1.4453 3.1561 0.8827 -1.833
C 0.7358 1.8902 -1.1930 0.773
As -0.8453 1.3565 -0.0275 1.017
N -0.6040 -0.4750 -0.0094 0.368
C -1.2310 -1.4451 -0.7256 1.136
C -1.0218 -2.8097 -0.4200 -0.841
C -1.5648 -3.8122 -1.1885 -1.024
C -2.3436 -3.5156 -2.2973 -0.900
C -2.5883 -2.1858 -2.6022 -1.042
C -2.0656 -1.1742 -1.8271 0.266
C -2.5977 1.7900 -0.9264 -0.531
C -3.7320 1.1699 -0.3762 0.897
C -3.6430 0.1957 0.7588 -1.563
C -4.9907 1.4557 -0.8878 -0.903
C -5.1699 2.3773 -1.9063 0.715
C -6.5284 2.6729 -2.4666 -1.639
C -4.0565 3.0751 -2.3503 -0.841
C -2.7846 2.8177 -1.8580 0.805
C -1.6503 3.6797 -2.3354 -1.843
C 1.0049 1.4994 -2.5105 0.763
C 0.0653 0.6517 -3.3172 -1.127
C 2.1819 1.9163 -3.1217 -1.018
H 5.0260 3.6884 -2.5415 0.386
H 4.0335 3.9476 -3.9742 0.307
H 4.8108 2.3925 -3.7286 0.364
H 3.5261 3.7536 -0.6559 0.366
H 2.2546 3.8000 1.2208 0.478
H 1.3793 2.2986 1.5561 0.130
H 0.5040 3.7068 0.9581 0.344
H -0.4408 -3.0822 0.4514 0.383
H -1.3782 -4.8401 -0.9135 0.493
H -2.7618 -4.3078 -2.8997 0.374
H -3.2013 -1.9336 -3.4566 0.469
H -2.2881 -0.1470 -2.0690 0.374
H -2.8361 0.4510 1.4522 0.173
H -3.4577 -0.8183 0.4018 0.265
H -4.5800 0.1833 1.3119 0.551
H -5.8474 0.9377 -0.4779 0.412
H -7.2555 1.9423 -2.1224 0.364
H -6.5118 2.6584 -3.5555 0.370
H -6.8614 3.6630 -2.1538 0.329
H -4.1787 3.8461 -3.0975 0.490
H -2.0214 4.6679 -2.5971 0.573
H -1.1707 3.2662 -3.2225 0.266
H -0.8973 3.7853 -1.5524 0.268
H -0.9576 1.0128 -3.2203 0.058
H 0.0970 -0.3889 -2.9874 0.136
H 0.3373 0.6774 -4.3725 0.543
H 2.3828 1.6113 -4.1400 0.424

---

No. 5
90
Properties=species:S:1:pos:R:3:mulliken_charge:R:1 method="wB97M-V/def2-TZVPD" homo_lumo_gap_ev=7.373 total_charge=-1 relative_energy_kcal_mol=5.5 homo_ev=-5.0
Rb 0.9224 -2.2606 -0.2485 1.136
O 2.4884 -0.3176 -2.1091 -0.830
S 3.3510 -0.6293 -0.9844 1.197
O 3.9231 -1.9673 -0.9936 -0.700
N 2.5598 -0.2807 0.3198 0.086
C 2.9588 -0.7831 1.5604 0.637
C 4.2570 -1.0978 1.9176 -0.659
C 4.5927 -1.5586 3.2053 -1.103
C 3.6450 -1.7192 4.1714 -0.906
C 2.2975 -1.4369 3.8549 1.172
C 1.2581 -1.6148 4.7972 -0.834
C -0.0346 -1.3837 4.4443 -0.878
C -0.3007 -0.9718 3.1206 -0.224
N 0.6279 -0.7731 2.2259 0.477
C 1.9345 -0.9874 2.5647 -0.074
C 4.7161 0.4977 -1.1080 -0.138
C 5.9979 0.0204 -1.3300 -0.103
C 7.0544 0.9207 -1.4198 -0.657
C 6.8234 2.2814 -1.2853 -0.389
C 5.5323 2.7517 -1.0597 -0.672
C 4.4746 1.8620 -0.9683 -0.546
H 5.0477 -0.9891 1.1884 0.267
H 5.6295 -1.7876 3.4234 0.373
H 3.8982 -2.0749 5.1629 0.368
H 1.5115 -1.9513 5.7968 0.376
H -0.8485 -1.5269 5.1426 0.410
H -1.3256 -0.8114 2.7955 0.169
H 6.1506 -1.0467 -1.4289 0.466
H 8.0596 0.5562 -1.5941 0.378
H 7.6492 2.9796 -1.3526 0.363
H 5.3536 3.8149 -0.9527 0.407
H 3.4637 2.2087 -0.7849 0.436
C -3.2645 -0.0813 -3.5409 -1.452
C -2.3732 -0.8173 -2.5369 -0.337
Ge -2.5350 -0.0837 -0.7256 -0.107
C -3.4731 -1.4053 0.3499 -0.145
C -4.8799 -1.6010 -0.2206 -1.372
C -3.5296 1.6092 -0.6854 -0.157
C -2.6993 2.5828 -0.2712 -0.802
Ge -0.9194 1.6947 -0.1841 0.123
C 0.2407 2.2268 1.2867 0.522
C 0.4232 3.7430 1.4117 -1.347
C 0.0063 1.9413 -1.9076 0.531
C 0.2255 3.3740 -2.4000 -1.506
C -3.1467 3.9724 0.0164 0.348
C -4.3829 4.2017 0.6261 -0.559
C -4.8265 5.4906 0.8879 -0.653
C -4.0409 6.5839 0.5454 -0.375
C -2.8054 6.3717 -0.0533 -0.948
C -2.3624 5.0807 -0.3041 0.298
H -3.1558 -0.4897 -4.5498 0.378
H -3.0246 0.9842 -3.5867 0.301
H -4.3210 -0.1543 -3.2689 0.341
H -1.3266 -0.7650 -2.8481 0.513
H -2.6277 -1.8784 -2.4680 0.439
H -3.5068 -1.0842 1.3936 0.393
H -2.9113 -2.3398 0.2937 0.116
H -5.4574 -0.6729 -0.2290 0.360
H -5.4407 -2.3353 0.3640 0.380
H -4.8396 -1.9764 -1.2463 0.282
H -4.5783 1.8117 -0.9236 0.399
H 1.1875 1.7155 1.0955 -0.349
H -0.1525 1.8124 2.2149 0.388
H 0.8408 4.1880 0.5066 0.188
H 1.1128 3.9754 2.2285 0.421
H -0.5159 4.2559 1.6212 0.360
H -0.5865 1.3943 -2.6449 0.194
H 0.9547 1.4015 -1.8322 -0.235
H -0.7219 3.8884 -2.5753 0.369
H 0.7771 3.3822 -3.3448 0.425
H 0.8007 3.9756 -1.6924 0.281
H -4.9905 3.3495 0.9077 0.449
H -5.7864 5.6412 1.3676 0.373
H -4.3840 7.5905 0.7508 0.374
H -2.1788 7.2146 -0.3196 0.382
H -1.3923 4.9255 -0.7567 0.352
C -2.3798 -6.8157 -1.9634 -1.000
N -1.3972 -6.2021 -1.0906 0.138
C -0.2910 -6.8871 -0.6725 0.241
C 0.6392 -6.3232 0.1088 -1.179
C 0.4410 -4.9390 0.5390 0.820
O 1.2803 -4.3603 1.2559 -0.719
N -0.6734 -4.2833 0.1032 -0.323
C -1.5704 -4.8493 -0.7372 0.184
O -2.5413 -4.2620 -1.2259 -0.712
H -2.2865 -7.8990 -1.8897 0.342
H -2.2432 -6.5127 -3.0034 0.271
H -3.3775 -6.5105 -1.6619 0.305
H -0.2172 -7.9104 -1.0200 0.291
H 1.5157 -6.8634 0.4333 0.401